1.
69
Properties=species:S:1:pos:R:3 method="wB97M-V/def2-TZVPD" charge=+1 gap_ev=6.20 smiles="COc1ccc2c(c1)[C@@H](C(c1ccc(N(C)CC(F)(F)F)cc1)c1ccc(N(C)CC(F)(F)F)cc1)C(C)=[NH+]2" homo_energy_ev=-10.17
C 4.7056 2.7201 0.5543
N 4.6511 1.5209 -0.2461
C 5.8794 1.1253 -0.9082
C 5.9436 1.8023 -2.2501
F 7.0718 1.5337 -2.9573
F 4.8589 1.4195 -3.0107
F 5.8483 3.1682 -2.1009
C 3.4849 0.8215 -0.4174
C 3.4479 -0.5958 -0.3676
C 2.2173 -1.2341 -0.3648
C 1.0237 -0.5253 -0.5978
C -0.3109 -1.2875 -0.4666
C -1.6109 -0.6342 -1.0105
C -2.6373 -1.4903 -1.4376
C -3.8393 -0.9994 -1.9141
C -3.9757 0.3878 -2.1438
N -5.1882 0.9330 -2.5465
C -5.4587 1.3406 -3.8999
C -6.2779 1.1120 -1.5953
C -6.0990 2.4004 -0.8422
F -7.1430 2.7199 -0.0303
F -4.9656 2.3269 -0.0614
F -5.9082 3.4445 -1.7193
C -2.9024 1.2421 -1.8121
C -1.8591 0.7434 -1.0452
C 1.1375 0.8156 -0.9772
C 2.2946 1.5256 -0.6835
H 4.0357 2.6308 1.4250
H 5.7345 2.8438 0.9132
H 4.4158 3.6146 -0.0200
H 6.7242 1.4796 -0.3076
H 5.8835 0.0433 -1.0716
H 4.3780 -1.1519 -0.2387
H 2.1955 -2.3087 -0.1781
H -0.1618 -2.1298 -1.1657
H -2.4917 -2.5680 -1.4030
H -4.6745 -1.6592 -2.1566
H -4.9131 0.6930 -4.6037
H -6.5383 1.2418 -4.0755
H -5.1599 2.3880 -4.0802
H -7.2147 1.1733 -2.1585
H -6.2673 0.2924 -0.8652
H -2.9431 2.2966 -2.1001
H -1.2251 1.4384 -0.4918
H 0.3365 1.3484 -1.4808
H 2.3138 2.6177 -0.7410
C 1.2813 1.7259 4.4454
O 2.0588 0.5116 4.5527
C 1.7408 -0.5385 3.7448
C 0.8686 -0.4314 2.6240
C 0.4560 -1.6048 2.0017
C 0.9418 -2.8243 2.4557
N 0.2767 -3.8468 1.7781
C -0.6278 -3.3971 0.9257
C -1.6151 -4.3329 0.3658
C -0.5694 -1.8696 0.9080
C 1.8614 -2.9633 3.4886
C 2.2713 -1.8047 4.1308
H 1.7623 2.4034 5.1516
H 1.3238 2.1446 3.4286
H 0.2336 1.5503 4.7344
H 0.4761 0.5426 2.3081
H 0.4404 -4.8354 1.9479
H -2.4554 -3.8044 -0.0770
H -1.1461 -4.9670 -0.3959
H -2.0250 -4.9779 1.1556
H -1.5499 -1.5102 1.2582
H 2.2133 -3.9576 3.7555
H 2.9662 -1.8333 4.9640

---

2.
70
Properties=species:S:1:pos:R:3 method="wB97M-V/def2-TZVPD" spin_multiplicity=6 charge=0 gap_ev="6.71 / 7.00" de_lowest_kcal_mol=0.0 homo_energy_ev="-8.10 / -8.55" s2=8.759
Fe -14.5318 -3.1271 -11.3447
C -15.4786 -0.1307 -15.6601
C -16.2391 -1.2500 -15.9873
C -16.6971 -2.0603 -14.9784
C -16.2829 -1.7344 -13.6390
C -15.6317 -0.6121 -13.3074
C -15.2318 0.1616 -14.3606
N -16.4655 -2.6788 -12.5851
N -17.5069 -3.3230 -12.5534
C -17.5861 -4.0914 -11.3411
C -18.7439 -4.7460 -10.9911
C -18.7651 -5.4033 -9.8054
C -17.6197 -5.4278 -8.9918
C -16.5182 -4.7554 -9.4280
N -16.4754 -4.1660 -10.6358
H -15.0805 0.4474 -16.4951
H -16.5655 -1.4293 -16.9986
H -17.2282 -2.9318 -15.0420
H -15.4009 -0.3009 -12.2811
H -14.6239 1.0706 -14.1544
H -19.6189 -4.4544 -11.6272
H -19.6458 -5.8572 -9.4581
H -17.6409 -5.9955 -8.0640
H -15.6156 -4.6972 -8.8343
C -14.8313 -2.2014 -3.5927
C -15.0491 -1.8944 -5.0652
C -14.1635 -1.0735 -5.7371
C -14.3872 -0.6642 -7.0345
C -15.4485 -1.1982 -7.7352
C -16.3656 -2.0323 -7.0909
C -16.1323 -2.3971 -5.7958
S -15.6869 -0.7337 -9.4290
O -16.9833 -1.2371 -9.8630
O -15.4338 0.6709 -9.6846
N -14.4976 -1.5988 -10.0944
C -13.1230 -1.0519 -10.0511
C -12.3596 -1.6103 -11.2471
O -11.1343 -1.6242 -11.3116
O -13.1162 -2.1186 -12.2108
H -15.7359 -1.8055 -3.0375
H -13.9148 -1.6858 -3.2618
H -14.6777 -3.2712 -3.4567
H -13.2498 -0.6599 -5.3506
H -13.7248 0.0600 -7.5515
H -17.2735 -2.3979 -7.5746
H -16.8560 -3.0558 -5.3063
H -12.5703 -1.2931 -9.1306
H -13.1466 0.0210 -10.0466
C -14.1317 -4.7042 -14.2932
N -13.9992 -4.8994 -12.8620
C -14.7892 -6.1134 -12.4504
C -12.6278 -5.1447 -12.5386
C -12.4988 -5.3212 -11.0849
C -11.6932 -6.2726 -10.4961
C -11.5501 -6.3503 -9.1177
C -12.2918 -5.4457 -8.3260
C -13.1490 -4.5374 -8.9124
C -13.2641 -4.4393 -10.3089
H -14.0128 -5.6969 -14.6879
H -13.3441 -4.0702 -14.7014
H -15.1138 -4.3146 -14.5879
H -14.3344 -7.0268 -12.8840
H -15.8065 -5.9864 -12.8238
H -14.7303 -6.2207 -11.3837
H -12.0090 -4.2499 -12.8014
H -12.2976 -6.0437 -13.0816
H -11.1472 -6.9598 -11.1260
H -10.7653 -6.9274 -8.6455
H -12.0818 -5.3797 -7.2400
H -13.8339 -3.8961 -8.2902

---

3.
68
Properties=species:S:1:pos:R:3 method="wB97M-V/def2-TZVPD" charge=0 gap_ev=7.48 de_lowest_kcal_mol=97.3 smiles="COc1cccc(C(=O)Nc2ccc3c(cc2=O)[C@@H](NC(C)=O)CCc2cc(OC)c(OC)c(OC)c2-3)c1" homo_energy_ev=-7.81
C -2.0478 3.4649 -0.1412
H -2.9970 3.3879 0.3864
O -2.3167 3.0361 -1.4605
C -1.3282 3.1118 -2.3849
C -0.0228 3.5061 -2.1206
C 0.9060 3.5638 -3.1574
C 0.5339 3.2560 -4.4584
C -0.7631 2.8399 -4.7138
C -1.6847 2.7623 -3.6914
H -2.7003 2.4492 -3.8770
H -1.0571 2.5823 -5.7202
H 1.2612 3.3340 -5.2513
C 2.2915 4.0386 -2.8790
O 2.8306 4.9150 -3.5171
N 2.9284 3.4673 -1.8022
C 2.6191 2.3498 -1.0641
C 1.9735 1.2773 -1.6164
C 1.5325 0.0901 -1.0220
C 1.4464 -0.2729 0.3018
C 1.9319 0.4895 1.4056
C 2.7262 1.5955 1.3519
C 3.2116 2.4276 0.2846
O 4.0584 3.2969 0.5005
H 3.0620 1.9905 2.3057
C 1.6401 -0.0134 2.8139
N 0.2544 -0.4054 3.0046
C -0.7881 0.3683 2.6436
O -0.6552 1.4373 2.0817
C -2.1304 -0.2324 3.0089
H -2.2587 -1.1872 2.5029
H -2.1828 -0.3960 4.0831
H -2.9265 0.4442 2.7123
H 0.0793 -1.3049 3.4226
H 1.8359 0.8174 3.5070
C 2.5695 -1.1767 3.1791
H 2.1911 -1.6534 4.0863
H 3.5612 -0.7797 3.3988
C 2.6801 -2.2072 2.0484
C 1.3347 -2.4930 1.4478
C 0.6411 -3.6395 1.7646
C -0.6144 -3.9227 1.2201
C -1.1633 -3.0226 0.2992
C -0.4721 -1.8374 -0.0066
C 0.7663 -1.5539 0.5803
O -0.9905 -0.9593 -0.9301
C -2.1862 -0.2807 -0.5758
H -2.9772 -0.9726 -0.2784
H -2.4882 0.2657 -1.4671
H -1.9921 0.4296 0.2300
O -2.3926 -3.2717 -0.2961
C -2.3413 -3.5115 -1.6918
H -1.7564 -4.4122 -1.9106
H -3.3734 -3.6619 -2.0033
H -1.9114 -2.6672 -2.2342
O -1.1592 -5.0797 1.6737
C -2.4134 -5.5394 1.2185
H -2.3827 -5.8183 0.1624
H -2.6218 -6.4266 1.8163
H -3.1988 -4.7976 1.3738
H 1.0596 -4.3691 2.4406
H 3.1216 -3.1248 2.4380
H 3.3395 -1.8121 1.2729
H 1.1534 -0.6380 -1.7255
H 1.7813 1.3443 -2.6799
H 3.7125 3.9890 -1.4020
H 0.2800 3.7757 -1.1211
H -1.3087 2.8314 0.3561
H -1.7118 4.5057 -0.1240

---

4.
72
Properties=species:S:1:pos:R:3 method="wB97M-V/def2-TZVPD" charge=+1 gap_ev=6.18 de_lowest_kcal_mol=45.3 homo_energy_ev=-10.33
Ta 0.1036 0.4822 0.0020
O 3.7835 -0.4469 -2.6871
C 2.8845 -0.1487 -1.7740
O 1.6889 -0.2879 -1.9128
C 3.4022 0.3993 -0.5067
C 4.7254 0.4761 -0.1308
C 5.0186 1.0040 1.1236
C 3.9845 1.4436 1.9311
C 2.6879 1.3525 1.4526
N 2.4040 0.8359 0.2610
C 1.4475 1.8204 2.1790
O 1.4097 1.9280 3.3741
O 0.5152 2.0440 1.2827
H 3.3351 -0.8325 -3.4589
H 5.4965 0.1297 -0.8035
H 6.0442 1.0705 1.4598
H 4.1487 1.8588 2.9156
C -0.9065 -0.8160 7.9956
C -0.8315 -0.8975 6.4984
C -1.9620 -1.2062 5.7418
C -1.8930 -1.2996 4.3655
C -0.6722 -1.0576 3.7435
C 0.4709 -0.7517 4.4664
C 0.3785 -0.6784 5.8435
S -0.6426 -1.2002 2.0165
O -1.2035 -2.4369 1.6062
O 0.7626 -0.9224 1.5062
O -1.3242 0.0345 1.4386
H -1.9373 -0.8318 8.3437
H -0.4328 0.0960 8.3587
H -0.3832 -1.6596 8.4489
H -2.9068 -1.3802 6.2399
H -2.7681 -1.5546 3.7820
H 1.4087 -0.5659 3.9658
H 1.2621 -0.4379 6.4210
C -5.0763 -1.1642 -0.8443
C -4.4718 0.0718 -0.9913
C -3.0913 0.1693 -1.1115
C -2.3020 -0.9768 -1.0732
C -2.9153 -2.2224 -0.9293
C -4.2901 -2.3105 -0.8176
N -0.8732 -0.8799 -1.1136
C -0.2619 -1.9392 -1.8594
C -0.5891 -2.0971 -3.2012
C 0.0136 -3.0953 -3.9474
C 0.9425 -3.9473 -3.3597
C 1.2515 -3.8018 -2.0151
C 0.6459 -2.8048 -1.2606
H -6.1516 -1.2393 -0.7554
H -5.0725 0.9713 -1.0231
H -2.6352 1.1375 -1.2556
H -2.3070 -3.1156 -0.8887
H -4.7523 -3.2820 -0.7013
H -1.3130 -1.4281 -3.6503
H -0.2453 -3.2136 -4.9916
H 1.4039 -4.7335 -3.9425
H 1.9494 -4.4804 -1.5414
H 0.8586 -2.7171 -0.2042
C -1.7189 3.3927 -4.3488
Si -0.0307 3.5140 -3.5977
C 1.2994 2.7010 -4.6066
C 0.3991 5.2237 -3.0349
Se -0.1343 2.2197 -1.6579
H -1.7124 3.8490 -5.3423
H -2.4552 3.9198 -3.7408
H -2.0329 2.3537 -4.4495
H 1.3720 3.1855 -5.5838
H 1.0741 1.6452 -4.7634
H 2.2698 2.7871 -4.1154
H 0.3095 5.9220 -3.8712
H 1.4200 5.2710 -2.6553
H -0.2761 5.5516 -2.2441